No. 1
Computed, not measured: a 12-piece molecular cluster, C42H54Cl12N6 overall, with wB97M-V/def2-TZVPD.

- Spin multiplicity: 1
- HOMO-LUMO gap: 9.7 eV
- E_LUMO: 0.36 eV
- E_HOMO: -0.343 Eh
- SMILES string: c1ccncc1.c1ccncc1.c1ccncc1.c1ccncc1.c1ccncc1.c1ccncc1.ClCCCl.ClCCCl.ClCCCl.ClCCCl.ClCCCl.ClCCCl
- Energy above the lowest of the compared OMol25 structures with the same formula, charge and spin: 148.1 kJ/mol

Cartesian coordinates (Å):
C -3.4202 3.7443 -1.3699
C -3.1021 4.0373 -0.0152
C -4.1174 3.8595 0.9178
N -5.3402 3.4086 0.6484
C -5.5874 3.1210 -0.6461
C -4.6702 3.2592 -1.6713
H -2.7034 3.7544 -2.1835
H -2.1572 4.4308 0.3148
H -4.0211 4.1313 2.0030
H -6.6206 2.7526 -0.8421
H -4.8713 2.9450 -2.6440
C 2.0622 3.7375 -4.5026
C 2.6761 2.5046 -4.6099
C 2.2780 1.5236 -3.7433
N 1.3275 1.7665 -2.8121
C 0.7291 2.9326 -2.7415
C 1.0538 3.9923 -3.5729
H 2.3095 4.5465 -5.2153
H 3.3825 2.2481 -5.3607
H 2.7718 0.5486 -3.6165
H -0.0481 3.0783 -1.8864
H 0.4855 4.9049 -3.5414
C 0.8126 4.6881 3.6856
C -0.5148 5.0616 3.6685
C -1.2614 4.7895 4.8016
N -0.7657 4.1835 5.8781
C 0.5315 3.8096 5.8496
C 1.3460 4.0397 4.7796
H 1.4270 4.9061 2.7827
H -0.9349 5.5573 2.8033
H -2.2470 5.0898 4.8618
H 0.8047 3.3058 6.7425
H 2.3855 3.7148 4.7387
C -0.4357 -5.9160 -3.8909
C 0.3294 -4.7875 -3.9339
C -0.4164 -3.6187 -4.0914
N -1.7007 -3.5811 -4.3001
C -2.4701 -4.6436 -4.2341
C -1.8671 -5.9177 -4.0722
H 0.0887 -6.8721 -3.9494
H 1.4184 -4.8435 -4.0009
H 0.1354 -2.6465 -4.1519
H -3.4841 -4.5563 -4.4778
H -2.3959 -6.8449 -4.1381
C 6.2860 -1.5509 -1.9672
C 5.4620 -1.4320 -3.0493
C 4.1267 -1.2484 -2.8669
N 3.4546 -1.2113 -1.6757
C 4.2794 -1.3251 -0.5963
C 5.6673 -1.5234 -0.6967
H 7.3702 -1.7265 -1.8958
H 5.8165 -1.5798 -4.0140
H 3.5507 -1.2545 -3.7835
H 3.7760 -1.2099 0.3687
H 6.3363 -1.6447 0.1775
C -1.3770 0.8509 4.1447
C -2.2896 1.4855 3.3246
C -3.1750 0.7589 2.6174
N -3.2653 -0.5850 2.7441
C -2.4165 -1.1544 3.5616
C -1.3888 -0.5191 4.2531
H -0.6160 1.3774 4.6935
H -2.3322 2.5928 3.3204
H -3.9550 1.3127 2.1351
H -2.4896 -2.2104 3.5711
H -0.6795 -1.0366 4.8868
Cl 2.4285 -4.0659 0.5670
C 1.3903 -5.1773 1.5439
C 0.1171 -4.5009 2.0864
Cl 0.3298 -3.2938 3.3325
H 1.9180 -5.5309 2.4406
H 1.0364 -5.9436 0.8517
H -0.4613 -5.2470 2.5054
H -0.4434 -3.9570 1.2990
Cl 4.9025 4.6764 -0.6149
C 3.7310 3.3892 -0.7227
C 4.1892 2.0824 -0.2051
Cl 4.4368 2.0318 1.5460
H 3.4659 3.2023 -1.7516
H 2.7873 3.6637 -0.2057
H 5.0916 1.6947 -0.6438
H 3.3384 1.3400 -0.3508
Cl 1.1812 0.3074 1.1868
C 0.0422 -0.9487 0.4723
C -0.6724 -0.4965 -0.7280
Cl -1.6797 0.9863 -0.3654
H -0.5661 -1.1983 1.3526
H 0.6281 -1.8074 0.3601
H -1.2685 -1.2846 -1.2083
H 0.0885 -0.2065 -1.4273
Cl -5.6743 -4.4896 0.3486
C -5.2301 -2.8949 -0.2677
C -3.7135 -2.6238 0.2327
Cl -2.5704 -3.8798 -0.3403
H -5.9162 -2.1217 0.1850
H -5.2685 -2.9900 -1.3498
H -3.6892 -2.7307 1.3389
H -3.3133 -1.6361 -0.0515
Cl -2.4276 1.2765 -4.3506
C -2.5133 -0.4654 -4.1106
C -3.4159 -0.9179 -3.0596
Cl -5.0474 -0.9064 -3.6469
H -1.5211 -0.7231 -3.9176
H -2.7981 -0.8305 -5.0848
H -3.4655 -0.2829 -2.1718
H -3.0710 -1.9664 -2.8039
Cl 1.8158 0.1001 6.1615
C 3.1257 -1.0201 5.5782
C 3.9838 -0.2409 4.5342
Cl 5.1034 -1.3016 3.6409
H 2.5698 -1.8411 5.1985
H 3.7961 -1.2854 6.3489
H 4.5714 0.5705 4.9578
H 3.3143 0.1741 3.7952

Force components x, y, z for each atom (eV/Å):
C 0.86 -0.17 1.22
C -0.94 -0.05 -1.07
C -0.12 0.47 1.31
N -0.03 -0.15 -1.36
C -1.28 -0.33 0.81
C 0.21 0.28 1.49
H 0.24 0.32 0.26
H 0.29 -0.03 -0.14
H 0.45 -0.27 -1.12
H 0.92 0.24 0.05
H -0.56 -0.37 -1.46
C -0.50 1.66 -0.93
C -0.33 -0.17 0.13
C -0.67 -0.10 1.83
N 0.40 -1.22 0.13
C -1.33 0.66 1.66
C 0.51 -0.84 -0.50
H 0.02 -0.58 0.45
H 0.64 0.25 -0.52
H -0.44 0.63 -0.53
H 1.29 -0.45 -1.65
H 0.19 0.31 0.02
C 0.47 0.39 -1.59
C 0.22 -0.02 0.06
C 1.81 -0.46 0.18
N 0.37 -0.03 -0.22
C -1.80 0.31 0.19
C 1.01 -0.12 -0.55
H -0.35 -0.29 0.87
H -0.11 0.02 0.08
H -2.09 0.51 0.13
H 0.74 -0.42 0.55
H -0.26 0.05 0.26
C -1.53 -1.89 -1.06
C -0.60 0.48 -0.16
C 2.14 1.02 -0.30
N -1.07 1.80 0.46
C 2.39 -2.88 -0.16
C 1.72 1.90 0.48
H -0.30 0.05 0.40
H -0.41 0.26 0.40
H -0.59 -0.74 0.04
H -1.44 0.31 -0.11
H -0.31 -0.27 0.12
C 0.10 -0.38 2.86
C 0.59 -0.08 0.66
C -1.84 -0.61 0.92
N 2.19 0.11 -0.49
C -0.37 0.17 -0.56
C 0.39 0.26 -0.27
H -0.57 0.14 -0.90
H 0.65 0.07 -1.69
H -0.47 0.14 0.16
H 0.28 -0.24 -0.19
H -0.89 0.18 -0.39
C 0.91 -0.24 0.31
C 0.93 2.00 0.86
C -1.15 -0.98 0.61
N -0.66 1.25 -0.67
C 0.94 -0.47 -0.27
C -0.63 0.35 -0.06
H 0.02 0.46 0.08
H 0.12 -0.83 -0.22
H -0.35 -0.28 -0.87
H -0.06 -1.10 0.36
H -0.15 -0.08 -0.10
Cl -0.30 -0.31 0.49
C -0.80 1.02 0.54
C 0.96 1.45 -2.27
Cl 0.63 0.49 0.70
H 0.30 -0.20 -0.76
H 0.38 -0.18 0.31
H -1.38 -1.57 0.72
H 0.33 -0.74 0.28
Cl 0.42 0.52 0.04
C -1.43 -0.23 0.23
C -1.43 -1.84 0.32
Cl 0.21 0.23 0.68
H 0.04 0.29 -0.52
H 0.69 0.10 -0.21
H 0.30 0.02 -0.37
H 1.09 0.88 -0.21
Cl -0.31 -0.40 -0.52
C -0.40 0.71 2.81
C -0.10 0.68 -0.46
Cl 0.27 -0.86 -0.43
H -0.38 0.31 -0.42
H 1.09 -1.20 -0.88
H -0.12 0.23 0.49
H 0.17 0.54 -0.65
Cl -0.47 -0.35 0.24
C 1.95 0.75 1.05
C -1.58 -0.09 0.55
Cl -0.06 0.16 -0.44
H 0.82 -0.81 -0.74
H -0.14 0.49 0.03
H -0.16 0.39 -0.86
H -0.37 -0.44 0.06
Cl -0.24 1.20 0.09
C 0.12 0.82 -1.31
C 0.27 -1.25 1.51
Cl -1.52 -0.32 -0.37
H 1.55 -0.75 0.39
H -0.03 -0.54 -0.05
H 0.61 -0.12 -0.08
H -0.73 1.04 -0.12
Cl 0.60 -0.19 0.10
C 0.45 1.98 -1.08
C -1.13 -0.35 -0.06
Cl 0.01 -0.21 0.19
H 0.03 -0.76 -0.60
H 0.19 -0.44 1.27
H -0.11 -0.19 0.29
H -0.10 0.17 -0.26

---

No. 2
Computed, not measured: C42H54IIrN8O2P as an isolated structure, with wB97M-V/def2-TZVPD.

- Spin multiplicity: 2
- HOMO-LUMO gap (alpha / beta): 6.5 / 6.2 eV
- E_LUMO (alpha / beta): -6.20 / -6.47 eV
- E_HOMO (alpha / beta): -0.468 / -0.466 Eh
- Charge: +2
- Energy above the lowest of the compared OMol25 structures with the same formula, charge and spin: 174.2 kJ/mol

Cartesian coordinates (Å):
Ir 0.7436 0.4071 0.7596
C -2.1167 4.0184 -0.6028
C -1.1456 3.5023 -1.6194
N -1.1758 4.0110 -2.8185
C -0.2678 3.6192 -3.7551
C 0.7636 2.7744 -3.4852
C 1.7901 2.4193 -4.5285
O 2.0380 1.0123 -4.5888
C 0.8191 2.2110 -2.1777
C 1.9635 1.4934 -1.7643
N 2.1533 0.7969 -0.6825
C 3.5177 0.3003 -0.5892
C 4.1427 -0.2844 -1.6880
C 5.4480 -0.7355 -1.5948
C 6.1578 -0.6011 -0.4096
C 5.5647 0.0137 0.6831
C 4.2572 0.4569 0.5712
I 3.3495 1.4832 2.1051
C -0.1846 2.4853 -1.2625
O -0.2886 1.9176 -0.1040
H -2.9662 4.4708 -1.1081
H -1.6351 4.7837 0.0098
H -2.4455 3.2354 0.0740
H -0.3955 4.0521 -4.7391
H 2.7519 2.8873 -4.3068
H 1.4686 2.8015 -5.4980
H 1.3498 0.6081 -5.1270
H 2.8374 1.5919 -2.3977
H 3.6009 -0.3870 -2.6203
H 5.9102 -1.1978 -2.4560
H 7.1783 -0.9506 -0.3387
H 6.1224 0.1758 1.5949
C -0.1922 0.4269 4.2561
N 0.2645 -0.5466 3.2847
C 1.4300 -1.3359 3.6494
C 1.9490 -1.9265 2.3797
N 1.7693 -1.3903 1.1847
C 2.2533 -2.3365 0.2656
C 2.1952 -2.3873 -1.1249
C 2.7298 -3.4925 -1.7497
C 3.3129 -4.5410 -1.0187
C 3.3459 -4.5227 0.3584
C 2.7937 -3.4046 0.9759
N 2.5829 -3.1070 2.3118
C -0.0979 1.7986 3.6579
N 0.2214 2.0588 2.4114
C 0.3365 3.4619 2.3392
C 0.7593 4.3035 1.3088
C 0.8082 5.6567 1.5692
C 0.4540 6.1844 2.8221
C 0.0618 5.3651 3.8579
C 0.0236 4.0026 3.5836
N -0.2522 2.9145 4.3969
H 0.4410 0.4115 5.1474
H -1.2101 0.2184 4.5966
H -0.4917 -1.1220 2.9414
H 1.2278 -2.1201 4.3888
H 2.1938 -0.6762 4.0701
H 1.7177 -1.5982 -1.6860
H 2.6976 -3.5617 -2.8289
H 3.7269 -5.3883 -1.5475
H 3.7645 -5.3422 0.9263
H 2.8365 -3.6823 3.0988
H 1.0524 3.9138 0.3476
H 1.1322 6.3331 0.7897
H 0.5074 7.2523 2.9812
H -0.1843 5.7615 4.8333
H -0.5074 2.9503 5.3704
C -0.9720 -3.6135 -1.3896
C -1.8802 -3.1655 -0.2393
C -3.2298 -3.8821 -0.3720
C -1.1824 -3.6178 1.0548
P -2.0337 -1.2837 -0.2733
N -0.6826 -0.6624 0.3923
C -3.4320 -0.7431 0.8816
C -4.8192 -1.0046 0.2803
C -3.3391 -1.5158 2.2071
C -3.2915 0.7488 1.2263
C -2.3074 -0.6728 -2.0247
C -0.9462 -0.6288 -2.7402
C -2.8282 0.7709 -1.9500
C -3.3104 -1.5006 -2.8382
H -0.7475 -4.6728 -1.2481
H -0.0282 -3.0799 -1.3922
H -1.4410 -3.5140 -2.3635
H -3.0314 -4.9529 -0.4546
H -3.7782 -3.5876 -1.2629
H -3.8727 -3.7435 0.4932
H -0.8910 -4.6626 0.9317
H -1.8183 -3.5608 1.9335
H -0.2804 -3.0352 1.2237
H -4.9877 -2.0493 0.0341
H -5.0164 -0.4063 -0.6031
H -5.5616 -0.7242 1.0307
H -3.5640 -2.5727 2.1038
H -4.0808 -1.0944 2.8874
H -2.3641 -1.4092 2.6804
H -3.7185 1.3849 0.4588
H -2.2586 1.0551 1.3869
H -3.8502 0.9345 2.1461
H -0.1912 -0.1284 -2.1319
H -1.0705 -0.0445 -3.6545
H -0.5796 -1.6123 -3.0211
H -2.2403 1.3739 -1.2645
H -3.8715 0.8239 -1.6560
H -2.7536 1.2124 -2.9464
H -2.9419 -2.4880 -3.1008
H -3.4970 -0.9679 -3.7733
H -4.2695 -1.6118 -2.3369

Force components x, y, z for each atom (eV/Å):
Ir 1.90 -0.11 -1.93
C 0.02 -0.02 -0.01
C -0.04 0.13 0.01
N 0.20 -0.11 -0.14
C -0.15 0.07 0.05
C 0.00 0.01 0.00
C 0.01 -0.01 0.00
O -0.05 0.02 0.03
C 0.28 -0.01 -0.24
C 0.02 0.26 -0.23
N 0.31 -0.31 -0.12
C 0.11 -0.12 0.06
C -0.09 0.04 0.00
C 0.04 0.02 0.02
C -0.03 0.01 0.00
C -0.02 0.01 -0.14
C -0.02 -0.05 -0.01
I -0.15 0.33 0.33
C -0.18 -0.04 0.31
O -0.85 0.78 0.47
H 0.00 -0.01 -0.02
H 0.00 0.00 0.01
H -0.05 -0.07 0.06
H 0.01 0.01 -0.02
H 0.00 -0.02 0.02
H 0.02 0.04 0.00
H 0.03 -0.03 -0.02
H -0.08 -0.02 -0.05
H 0.00 -0.06 -0.01
H 0.01 0.01 0.00
H 0.01 -0.01 -0.01
H -0.01 -0.03 0.02
C 0.05 -0.01 -0.09
N -0.20 -0.10 0.51
C -0.08 0.26 -0.26
C 0.06 0.10 0.03
N -0.15 -0.32 0.92
C -0.13 0.13 -0.03
C -0.01 0.00 0.05
C 0.06 -0.04 0.03
C -0.01 0.02 -0.07
C -0.02 0.05 0.02
C 0.05 -0.10 -0.03
N 0.02 -0.01 -0.04
C -0.06 0.06 -0.10
N 0.18 0.28 0.91
C -0.03 -0.20 -0.18
C 0.00 -0.02 0.11
C 0.01 0.04 0.01
C 0.02 0.01 -0.06
C 0.01 -0.03 -0.03
C -0.02 0.07 0.10
N -0.06 0.05 0.10
H -0.04 -0.05 0.04
H -0.01 0.05 -0.05
H 0.08 -0.12 -0.01
H 0.03 -0.05 -0.08
H -0.06 0.03 0.02
H 0.00 0.04 -0.06
H -0.01 0.00 -0.01
H 0.00 0.00 -0.01
H 0.01 0.00 0.01
H -0.05 0.00 0.02
H 0.04 0.02 -0.04
H 0.00 0.01 0.00
H 0.00 0.01 -0.01
H -0.02 0.00 0.00
H 0.00 -0.02 -0.01
C -0.08 -0.05 -0.05
C 0.06 0.09 0.05
C 0.04 -0.05 0.00
C -0.04 0.00 -0.01
P 0.04 0.38 0.03
N -0.86 -1.09 -0.19
C 0.17 -0.05 0.02
C -0.03 0.00 0.06
C -0.06 0.00 -0.03
C -0.04 0.00 -0.02
C -0.10 0.01 0.10
C -0.01 -0.03 0.04
C 0.06 -0.03 0.01
C 0.03 0.02 -0.04
H 0.00 0.01 -0.01
H 0.04 0.01 0.01
H -0.01 0.01 -0.04
H 0.02 0.00 0.00
H -0.02 0.00 -0.04
H 0.01 -0.02 0.01
H -0.03 -0.01 0.00
H 0.02 0.02 0.00
H 0.10 0.03 0.04
H -0.02 0.01 0.01
H 0.00 0.04 -0.04
H -0.01 0.01 0.00
H 0.00 0.00 0.01
H -0.01 0.00 -0.01
H 0.02 0.00 0.02
H 0.00 0.05 -0.06
H 0.06 -0.01 0.02
H -0.02 0.02 -0.03
H -0.06 -0.06 -0.05
H 0.01 0.00 -0.01
H 0.00 -0.05 0.01
H -0.13 -0.09 -0.01
H -0.06 -0.01 0.01
H 0.02 0.00 0.01
H 0.01 -0.03 0.00
H 0.01 0.00 -0.01
H -0.03 0.03 0.01

---

Looking at E for the records above, in order, we have -203638.5916 -80662.2800 eV.